Computed, not measured: a structure of composition C34H35BrGeN3O5PPdS, with ωB97M-V/def2-TZVPD.

The spin multiplicity is 3. Its total charge is -2. The value obtained for the total energy is -7375.55187 a.u. The molar mass is 887.65 g mol⁻¹. The max |F| comes out at 0.5 eV/A. The expectation value of S² is 2.017.

The geometry in XYZ format:
```
82
Properties=species:S:1:pos:R:3:forces:R:3:lowdin_spin:R:1
Pd -0.8467 0.0787 0.2436 0.34 -0.07 -0.13 0.824
N -0.1772 2.4096 -1.2147 0.12 -0.13 -0.05 0.015
P 0.9435 1.1699 -0.8214 -0.29 0.12 0.19 0.135
C 1.4819 0.5373 -2.4490 0.05 -0.04 -0.08 0.031
C 2.2509 1.2898 -3.3395 0.06 0.02 0.03 0.007
C 2.5235 0.8101 -4.6095 -0.04 -0.08 0.03 0.002
C 2.0213 -0.4286 -5.0041 0.02 0.05 -0.01 0.000
C 1.2608 -1.1830 -4.1262 -0.03 0.03 0.08 0.000
C 0.9979 -0.7061 -2.8434 -0.05 0.04 -0.10 0.004
C 2.4286 2.0412 -0.2317 -0.02 0.02 -0.04 0.030
C 3.6614 1.3876 -0.2083 0.02 -0.02 0.07 0.012
C 4.7644 1.9924 0.3729 0.00 -0.03 -0.02 0.000
C 4.6534 3.2583 0.9363 -0.02 0.01 -0.01 0.012
C 3.4347 3.9177 0.9084 -0.01 -0.07 -0.03 0.000
C 2.3277 3.3093 0.3292 0.09 0.10 0.01 0.012
C -2.6077 1.8133 -0.7406 0.13 0.19 -0.47 0.034
C -2.7979 2.8505 0.1943 -0.01 0.06 0.07 0.058
C -3.9999 2.9550 0.8493 -0.01 0.00 0.02 0.006
C -5.0178 2.0443 0.5629 0.02 0.00 -0.02 0.063
C -4.7670 1.0985 -0.4197 0.03 0.00 -0.05 -0.005
N -3.6202 0.9792 -1.0791 -0.20 0.04 0.13 0.075
H 0.0559 2.9927 -2.0157 -0.05 -0.02 0.01 0.001
H 2.6453 2.2535 -3.0318 -0.01 -0.01 0.00 0.001
H 3.1215 1.3994 -5.2940 0.00 0.00 -0.01 0.000
H 2.2188 -0.7978 -6.0034 0.01 0.00 0.00 0.000
H 0.8481 -2.1360 -4.4339 0.01 0.00 0.00 0.000
H 0.3757 -1.2737 -2.1566 0.01 -0.04 -0.03 0.001
H 3.7553 0.3935 -0.6307 -0.02 0.00 0.00 0.001
H 5.7112 1.4679 0.4021 -0.01 -0.01 0.00 0.000
H 5.5124 3.7233 1.4037 0.01 -0.01 0.00 0.001
H 3.3364 4.9013 1.3509 -0.01 0.01 0.00 0.000
H 1.3771 3.8180 0.3175 -0.10 0.02 0.01 0.001
H -1.9830 3.5270 0.3910 0.03 0.02 0.01 0.003
H -4.1457 3.7351 1.5883 -0.01 -0.01 0.00 -0.001
H -5.9737 2.0741 1.0678 0.00 0.00 0.00 0.005
H -5.5443 0.3934 -0.7002 -0.01 -0.02 -0.02 -0.002
C 1.2482 0.8688 3.2170 0.08 -0.02 -0.03 0.038
Ge -0.4550 1.3741 2.3510 0.10 0.04 0.01 0.194
C -0.4400 3.3701 2.4949 -0.05 0.08 0.02 0.046
C -1.8421 0.9085 3.6830 -0.12 -0.03 0.11 0.052
C -1.3523 1.5584 -1.3987 -0.11 -0.21 0.41 0.205
H 1.4822 1.5888 4.0065 0.01 -0.03 0.03 0.006
H 2.0758 0.8636 2.5042 0.00 0.03 0.00 0.001
H 1.1898 -0.1277 3.6563 0.00 0.00 0.00 0.000
H 0.3864 3.6580 3.1499 -0.02 0.04 0.01 0.005
H -1.3791 3.6977 2.9493 0.01 0.01 0.01 0.002
H -0.3321 3.8949 1.5491 0.07 0.01 -0.06 0.001
H -1.8388 1.6501 4.4873 -0.02 -0.03 0.03 0.008
H -1.6234 -0.0690 4.1137 -0.02 0.00 0.02 0.000
H -2.8369 0.8843 3.2327 0.00 0.03 0.00 0.002
H -1.4148 1.0142 -2.3357 -0.04 -0.04 -0.03 0.011
Br -2.8633 -1.4660 -7.6369 -0.01 0.01 -0.06 0.000
C -2.5638 -1.9365 -5.8129 0.00 0.00 0.12 0.000
C -2.0521 -3.1883 -5.5152 -0.01 0.02 0.02 0.000
C -1.8457 -3.5225 -4.1828 0.05 0.00 -0.07 0.000
C -2.1021 -2.6097 -3.1670 -0.17 -0.02 -0.26 0.000
C -2.6248 -1.3644 -3.4944 -0.01 0.03 0.05 -0.001
C -2.8726 -1.0232 -4.8185 0.05 -0.05 -0.01 0.000
C -1.8115 -2.9956 -1.7271 0.24 -0.23 -0.24 0.002
O -2.0132 -4.1746 -1.4196 -0.08 0.04 0.16 0.002
O -1.3188 -2.0705 -1.0222 -0.12 0.13 0.36 0.022
H -1.8273 -3.8891 -6.3082 0.00 0.00 0.00 0.000
H -1.4749 -4.5018 -3.9090 0.00 -0.02 0.00 0.000
H -2.8615 -0.6708 -2.6957 0.02 0.06 -0.01 0.000
H -3.2908 -0.0589 -5.0729 -0.01 0.02 0.01 0.000
N -1.2382 -1.8215 1.7745 0.14 -0.23 -0.01 0.064
C -0.1699 -2.3445 2.5633 -0.23 0.16 0.00 0.003
C 1.0728 -2.5634 1.9902 0.16 -0.03 -0.13 0.004
C 2.1311 -3.0218 2.7641 -0.02 -0.01 0.06 0.000
C 1.9735 -3.2531 4.1249 -0.23 0.06 -0.12 0.004
C 0.7272 -3.0207 4.6986 0.14 -0.06 -0.03 0.000
C -0.3358 -2.5809 3.9239 0.01 0.01 0.07 0.003
S 3.3282 -3.8672 5.1259 -0.01 0.06 -0.02 0.000
O 4.5052 -3.7018 4.2847 0.11 0.00 -0.05 0.000
O 3.3115 -3.0211 6.3109 0.01 0.08 0.13 0.000
O 2.9867 -5.2561 5.4013 -0.05 -0.13 0.00 0.000
H -2.1053 -1.8150 2.2981 0.03 0.06 -0.08 0.002
H -1.3639 -2.3412 0.9004 0.01 0.01 -0.07 0.001
H 1.2075 -2.3610 0.9315 -0.01 -0.01 0.04 0.001
H 3.1042 -3.1912 2.3238 0.03 -0.01 0.00 0.000
H 0.5991 -3.1888 5.7602 0.01 0.00 0.01 0.000
H -1.3058 -2.4105 4.3810 0.01 -0.01 0.00 0.000
```
Forces are in eV/Å.